DFT (wB97M-V/def2-TZVPD) results for a gas-phase ion, C6H14N5 (charge +1).

## Properties
net charge: +1
SMILES string: Cn1nnn(C(C)(C)C)c1=[NH2+]
multiplicity: 1
HOMO energy: -0.513 Ha
frontier orbital gap: 0.3951 Eh

Each line ends with the Löwdin charge.
Geometry (Å):
C: 2.193 -1.573 0.117  -0.04
C: 2.020 0.581 1.297  -0.02
N: -0.588 -1.632 0.569  0.03
H: 1.913 -2.098 -0.813  0.10
H: 1.293 -0.195 -2.099  0.11
H: -0.466 2.109 -1.000  0.13
N: 0.009 -0.591 0.221  0.08
H: -2.000 2.309 -0.458  0.11
C: -1.319 0.406 -0.230  -0.12
N: -1.335 1.638 -0.676  0.21
H: 2.633 0.727 -1.513  0.13
H: -4.133 -0.937 -0.449  0.11
C: 1.424 -0.239 0.108  -0.61
N: -1.819 -1.650 0.543  0.11
H: 1.933 -2.066 1.064  0.08
N: -2.229 -0.409 0.148  -0.12
H: 3.344 -1.215 0.276  0.16
H: -4.023 0.003 1.135  0.14
H: 1.289 1.462 1.553  0.11
H: 0.839 1.300 -1.351  0.06
C: 1.575 0.436 -1.215  -0.05
H: 2.907 1.107 1.029  0.08
C: -3.622 -0.134 0.074  0.02
H: 1.916 -0.112 2.181  0.11
H: -3.755 0.772 -0.511  0.09

DFT (wB97M-V/def2-TZVPD) results for 3 unconnected molecules or ions with the total composition C5H8N2O2S.

## Properties
net charge: 0
multiplicity: 1
HOMO energy: -0.312 Ha
frontier orbital gap: 0.3351 Eh

Each line ends with the Löwdin charge.
Geometry (Å):
C: 1.934 1.913 1.470  -0.10
O: 2.622 -2.349 -1.473  0.20
H: -0.019 2.109 -0.161  0.04
H: -3.037 2.430 0.367  -0.16
H: -0.138 -2.351 -0.459  0.08
O: 3.638 -0.957 -2.979  0.23
S: -1.990 2.200 1.166  0.65
H: -1.992 -2.479 -0.097  0.09
C: -0.975 -2.157 0.236  -0.06
C: 3.164 -1.637 -2.200  -0.44
H: -1.654 -0.460 1.178  0.04
C: -0.541 0.161 -0.404  -0.13
H: -1.531 1.818 -1.031  0.07
H: -1.120 -2.675 1.170  0.07
N: -1.071 -0.700 0.472  -0.07
N: 2.281 0.827 1.568  0.07
H: 1.370 2.845 1.352  0.07
C: -0.939 1.464 -0.175  -0.63

DFT (wB97M-V/def2-TZVPD) results for a single C5H10O molecule.

## Properties
net charge: 0
SMILES string: CC1(O)CCC1
multiplicity: 1
HOMO energy: -0.363 Ha
frontier orbital gap: 0.4005 Eh

Each line ends with the Löwdin charge.
Geometry (Å):
H: -0.054 1.106 1.732  0.11
C: 0.388 -0.416 0.110  -0.58
C: 1.487 0.473 -0.451  -0.03
C: -0.494 0.276 1.169  -0.11
H: 2.293 0.604 0.281  0.09
C: -0.855 -0.489 -0.814  -0.11
H: 1.099 1.465 -0.708  0.09
H: -0.866 -0.480 1.866  0.12
O: 0.899 -1.653 0.565  -0.01
C: -1.526 0.590 0.065  -0.16
H: 1.759 -1.813 0.162  0.09
H: -1.409 1.599 -0.345  0.10
H: 1.909 0.038 -1.367  0.09
H: -0.712 -0.273 -1.879  0.11
H: -2.579 0.439 0.315  0.10
H: -1.337 -1.465 -0.702  0.11

DFT (wB97M-V/def2-TZVPD) results for 4 unconnected molecules or ions with the total composition C3H13NO3S.

## Properties
net charge: 0
multiplicity: 1
HOMO energy: -0.337 Ha
frontier orbital gap: 0.1554 Eh

Each line ends with the Löwdin charge.
Geometry (Å):
H: 0.166 -2.054 -1.708  0.09
O: 2.475 0.366 -1.528  -0.28
H: -1.727 -0.613 -1.952  0.12
H: -0.250 0.770 2.386  0.04
H: 0.856 -0.901 -0.352  0.06
O: -2.119 0.139 1.851  -0.17
C: -1.138 0.425 2.819  -0.15
N: -0.087 0.600 -2.334  0.12
H: -1.888 -0.659 1.355  -0.11
H: -0.383 1.573 -2.334  0.11
H: 2.843 -0.439 -1.859  -0.03
S: -1.150 -2.088 0.216  0.94
C: -0.858 -0.196 -1.444  -0.33
H: 0.949 0.493 -2.209  0.04
H: -0.907 -0.439 3.403  0.07
O: 1.658 0.844 0.753  -0.15
H: -1.503 1.219 3.448  0.08
C: 0.005 -1.375 -0.867  -0.54
H: 2.404 1.210 1.231  0.02
H: -1.296 0.444 -0.646  0.13
H: 1.952 0.680 -0.229  -0.06

DFT (wB97M-V/def2-TZVPD) results for a molecular structure, C40H37BGeLuN8O2S.

## Properties
net charge: -1
multiplicity: 1
HOMO energy (spin up / spin down): -0.114 / -0.114 Ha
frontier orbital gap (spin up / spin down): 0.2037 / 0.2037 Eh

Each line ends with the Löwdin charge.
Geometry (Å):
C: -2.650 5.462 2.009  -0.08
H: 0.710 -4.629 -3.289  0.10
H: -3.989 -2.141 -2.465  0.10
C: -1.642 6.280 1.513  -0.09
H: -3.641 -0.510 -4.303  0.09
C: 3.687 -0.614 0.330  -0.16
H: 2.353 -0.256 -2.516  0.07
C: 2.427 -2.380 -2.089  -0.27
H: -1.355 0.311 -4.790  0.09
H: -0.974 -6.956 0.720  0.09
H: -4.982 1.582 2.012  0.11
H: 5.477 2.102 0.186  0.11
N: -0.591 4.374 0.517  0.14
C: -1.557 3.597 0.997  -0.37
Lu: 0.235 0.329 0.074  1.53
H: 5.749 -2.234 -4.153  0.09
C: -2.700 -0.992 3.737  -0.03
O: -1.940 0.219 -0.325  -0.46
C: 4.058 -1.135 -3.407  -0.10
H: 2.927 -4.459 -1.855  0.09
C: -0.640 5.675 0.776  -0.15
C: 2.890 -1.193 -2.661  -0.15
H: -1.630 7.347 1.689  0.09
C: -2.305 -0.431 2.530  -0.06
C: -0.625 -1.724 -2.158  -0.30
H: 0.551 -0.481 -3.464  0.08
C: 0.355 -5.130 -2.395  -0.12
C: -3.894 -0.630 4.352  -0.28
H: 5.003 -4.364 -3.126  0.09
N: 2.780 0.352 0.289  -0.03
C: -3.127 0.515 1.933  -0.27
C: -4.336 0.876 2.513  -0.07
H: 3.362 -1.636 0.393  0.09
C: 1.816 3.662 2.612  -0.10
C: 3.223 -3.511 -2.284  -0.12
H: 5.914 -0.620 0.303  0.09
C: 4.787 1.276 0.216  -0.08
H: -2.066 -1.743 4.193  0.11
H: 2.424 4.958 -1.507  0.11
H: -2.097 -2.871 -1.092  0.10
H: -3.579 -1.961 6.014  0.07
N: 1.844 3.030 -0.953  -0.03
H: -0.365 2.051 -3.003  0.10
C: -2.995 -1.769 -2.682  -0.09
H: -0.883 -8.139 -1.450  0.09
H: -4.423 -0.472 6.431  0.08
H: 4.374 -0.191 -3.833  0.10
C: 0.864 3.909 -2.730  -0.06
C: 0.320 -4.444 -1.180  -0.28
C: -2.799 -0.855 -3.714  -0.10
C: -0.070 -6.446 -2.498  -0.11
C: 0.453 -1.807 0.759  -0.50
H: 1.289 -2.074 1.430  -0.11
C: -0.170 -5.125 -0.071  -0.12
C: -2.616 4.109 1.756  -0.02
H: -3.459 5.875 2.599  0.10
H: -0.092 1.239 3.623  0.10
H: -3.387 3.466 2.151  0.09
C: 1.797 4.114 -1.733  -0.10
S: -2.617 1.311 0.431  0.58
H: -0.037 -6.953 -3.455  0.09
H: 3.452 3.759 0.417  0.12
N: 3.467 1.513 0.214  -0.04
C: 0.572 1.952 3.159  -0.15
H: 0.574 4.585 -3.513  0.09
N: -1.408 2.238 0.712  -0.18
N: 0.978 2.102 -1.412  -0.05
Ge: 0.777 -2.507 -0.954  0.73
C: 4.982 -0.086 0.290  -0.06
H: -0.221 -4.588 0.871  0.08
C: 4.828 -2.275 -3.582  -0.12
H: -1.384 -0.808 2.070  0.05
B: 2.698 2.821 0.325  -0.54
C: 0.387 2.623 -2.483  -0.14
H: 0.173 6.268 0.369  0.10
C: -0.448 -0.836 -3.212  -0.13
C: -1.926 -2.186 -1.913  -0.12
C: -4.708 0.304 3.721  -0.05
H: 0.752 3.688 4.547  0.09
C: 0.996 3.202 3.620  -0.06
N: 1.087 1.687 1.967  -0.04
H: -5.273 -1.747 5.578  0.08
H: 2.382 4.572 2.518  0.11
O: -3.798 1.887 -0.153  -0.28
N: 1.843 2.760 1.624  -0.02
C: -0.547 -7.111 -1.374  -0.12
C: -4.312 -1.238 5.661  -0.06
C: -0.596 -6.447 -0.160  -0.11
C: -1.525 -0.392 -3.980  -0.11
H: -5.652 0.583 4.175  0.11
C: 4.410 -3.465 -3.008  -0.10

DFT (wB97M-V/def2-TZVPD) results for a molecular structure, C4H4O3.

## Properties
net charge: 0
multiplicity: 1
HOMO energy: -0.340 Ha
frontier orbital gap: 0.3242 Eh

Each line ends with the Löwdin charge.
Geometry (Å):
O: -0.657 1.452 0.518  0.01
H: -2.320 0.158 0.144  0.12
O: 1.296 -1.552 0.201  0.04
H: 2.109 0.218 0.807  0.15
H: 0.246 0.762 -1.983  0.14
H: -1.554 0.011 1.819  0.13
O: 0.808 -1.114 -1.677  0.08
C: 1.225 -0.373 0.531  -0.19
C: -1.427 0.271 0.764  -0.01
C: -0.079 0.221 0.164  -0.34
C: 0.354 -0.054 -1.288  -0.12

DFT (wB97M-V/def2-TZVPD) results for 2 unconnected molecules or ions with the total composition C4H12.

## Properties
net charge: 0
SMILES string: CC.CC
multiplicity: 1
HOMO energy: -0.409 Ha
frontier orbital gap: 0.4485 Eh

Each line ends with the Löwdin charge.
Geometry (Å):
H: -2.538 0.919 0.722  0.07
H: -0.360 0.838 2.960  0.05
H: 2.429 -2.052 -1.865  0.03
C: -1.556 0.675 1.146  -0.16
H: -1.688 -0.310 1.532  0.05
H: 0.317 -1.198 -0.564  0.06
H: -0.118 -1.782 -2.198  0.04
H: 2.146 -0.895 -3.049  0.07
C: -0.973 1.492 2.329  -0.17
H: 2.681 -0.378 -1.300  0.09
C: 2.012 -1.071 -1.941  -0.18
H: 0.064 0.022 -1.670  0.07
H: -0.814 0.726 0.392  0.02
C: 0.464 -1.060 -1.696  -0.18
H: -0.210 2.272 2.230  0.06
H: -1.856 1.803 2.972  0.08

Number 1: electronic energy -510.43166 a.u., largest force on an atom 7.0 eV/A. Number 2: electronic energy -853.39456 a.u., largest force on an atom 5.8 eV/A. Number 3: electronic energy -271.72487 a.u., largest force on an atom 0.3 eV/A. Number 4: electronic energy -800.51122 a.u., largest force on an atom 1.8 eV/A. Number 5: electronic energy -5870.65571 a.u., largest force on an atom 1.4 eV/A. Number 6: electronic energy -380.37378 a.u., largest force on an atom 4.6 eV/A. Number 7: electronic energy -159.54506 a.u., largest force on an atom 5.4 eV/A.